This record from the Open Molecules 2025 dataset describes a structure of composition C4H10NOS. The level of theory is ωB97M-V/def2-TZVPD.

Summary:
largest force on an atom = 5.81 eV Å⁻¹
E_tot = -18672.553 eV
Kohn-Sham gap = 8.648 eV
charge = +1
energy above the lowest of the compared OMol25 structures with the same formula, charge and spin = 4.5527 eV

Geometry as XYZ:
```
17
Properties=species:S:1:pos:R:3:forces:R:3:mulliken_charge:R:1
H -2.5901 0.3054 1.7633 1.4 0.4 -0.9 0.254
H -1.2335 1.6234 -1.3849 0.5 4.4 -2.0 0.323
N -0.5736 -0.5285 0.7847 0.1 -0.2 0.5 -0.079
C -0.2106 0.5362 -0.0981 3.9 0.1 -2.5 -0.209
H -1.6185 -2.3899 0.7403 -0.4 0.3 -1.1 0.307
S 1.6194 -0.6778 -1.0642 -2.4 1.1 1.3 -0.076
H -2.3852 -0.8856 -0.3084 0.2 -0.9 -0.2 0.238
H 0.2929 -1.1311 1.0638 -1.8 1.5 -0.4 0.426
H 3.8464 -0.2225 -1.0132 -0.8 1.1 1.1 0.314
C -1.7924 -1.3382 0.4799 0.2 -0.3 1.8 -0.372
C 3.0042 0.3140 -0.4448 0.2 -0.7 -2.8 -0.772
H 2.8292 1.2984 -0.8886 0.6 0.0 0.3 0.282
H 3.1337 0.3187 0.6027 0.2 -0.1 1.0 0.304
C -1.7909 -0.4581 1.6755 -0.6 -0.4 1.6 -0.296
O -1.1897 0.8437 -0.9555 -0.3 -5.0 2.9 -0.433
H -1.5535 -0.7659 2.7048 -0.1 -0.6 -0.7 0.272
H 0.4656 1.3356 0.2982 -1.1 -0.7 0.0 0.518
```
Forces are in eV/Å.

=====

This record from the Open Molecules 2025 dataset describes a structure of composition C17H27N6O2Rh. The level of theory is ωB97M-V/def2-TZVPD.

Summary:
largest force on an atom = 0.40 eV Å⁻¹
E_tot = -34097.269 eV
Kohn-Sham gap = 7.395 eV
charge = +2
energy above the lowest of the compared OMol25 structures with the same formula, charge and spin = 0.5952 eV

Geometry as XYZ:
```
53
Properties=species:S:1:pos:R:3:forces:R:3:mulliken_charge:R:1
O 1.1359 2.3595 -0.3774 0.2 0.1 -0.3 -0.728
N 1.5638 -0.4482 -0.6550 0.1 0.0 0.1 -0.103
H 2.4549 -1.4005 2.0122 0.0 0.0 0.0 0.304
H 2.9686 4.4140 -0.5885 0.0 0.0 0.0 0.320
C 0.1565 -2.5124 -3.8611 0.0 0.0 0.0 -0.633
C -0.9940 0.7328 -2.2317 0.1 -0.2 0.1 -1.060
N 0.1146 1.1628 1.6922 0.0 0.2 0.2 -0.219
H -1.6893 -1.4487 -0.6456 -0.1 -0.2 -0.2 0.183
H 3.5803 4.4737 -2.2654 0.0 0.0 0.0 0.274
Rh -0.3697 -0.3351 0.4685 -0.1 0.0 0.0 0.205
H -0.3869 -1.8374 2.5915 0.0 0.0 0.0 0.168
H 0.0800 -0.4507 -4.4503 0.0 0.0 0.0 0.502
O 2.9542 2.6398 -1.6851 0.0 0.0 -0.1 -0.473
H 0.1380 1.9740 1.0658 0.0 -0.1 0.1 0.357
H 0.6385 -0.0552 4.0785 0.0 0.0 0.0 0.351
N 2.3209 0.5949 -1.2268 0.0 0.0 0.0 -0.379
C 2.0613 1.9288 -1.0374 -0.1 0.0 0.1 0.737
C -4.0076 -0.2087 2.6029 -0.1 0.0 0.0 -0.953
H 2.3759 0.0835 4.0107 0.0 0.0 0.0 0.407
H -2.1890 -1.3109 3.2281 0.0 0.0 0.0 0.433
H 1.2556 -1.0464 -1.4213 0.1 0.0 0.0 0.291
N -2.1285 -0.2395 1.3750 -0.2 -0.1 0.2 0.476
H 1.8220 4.3735 -1.9562 0.0 0.0 0.0 0.303
C 2.8103 4.0832 -1.6112 0.0 0.0 0.0 -0.700
H 1.7816 -2.2009 3.4211 0.0 0.0 0.0 0.437
C -1.0533 -1.7012 -1.5140 0.1 0.0 0.1 0.152
C -0.1212 -3.4497 -2.8715 0.0 -0.1 0.0 -0.645
C -0.7314 -3.0456 -1.6951 0.0 0.0 -0.1 -0.800
C -2.6506 1.0147 -0.5284 0.0 0.1 0.0 -0.282
N 0.3696 -1.7074 1.9248 0.1 -0.2 -0.2 -0.274
H 0.4697 -2.6200 1.4821 0.0 0.0 0.0 0.301
H -4.6955 -0.4143 3.4058 0.0 0.0 0.0 0.466
H -0.9990 -3.7755 -0.9417 0.0 0.0 0.0 0.567
H 2.2032 1.0781 1.6874 0.0 0.0 0.0 0.161
C -4.2475 0.5636 1.4679 0.0 0.0 0.1 -0.819
H -1.7356 1.1721 -2.9023 -0.1 -0.1 0.0 0.637
H -0.0621 1.2853 -2.3653 -0.1 0.0 -0.1 0.084
C -0.7545 -0.7445 -2.4970 -0.1 0.0 -0.3 1.163
H -5.1610 1.0724 1.2063 0.0 0.0 0.0 0.515
H 3.1149 0.3349 -1.7927 0.0 0.0 0.0 0.285
C 1.4013 1.1108 2.4260 -0.1 0.0 0.0 -0.482
C -2.7014 -0.6822 2.5154 0.1 0.0 -0.1 -0.366
H 2.2026 -1.0032 -0.0882 -0.1 0.0 0.0 0.368
H 0.6189 -2.8299 -4.7862 0.0 0.0 0.0 0.440
C -3.0702 0.5440 0.7249 0.0 0.0 0.0 -0.009
C -0.1537 -1.1707 -3.6750 0.0 0.1 0.1 -0.712
H -3.3338 1.4669 -1.2420 0.0 0.0 0.0 0.520
C 1.4904 -0.0589 3.3901 0.0 0.0 0.0 -0.755
H -0.6595 1.2654 2.3487 0.0 0.0 0.0 0.475
H 1.4975 2.0547 2.9655 0.0 0.0 0.0 0.434
C 1.6053 -1.4039 2.6984 0.0 0.0 0.0 -0.585
H 0.1163 -4.4928 -3.0289 0.0 0.0 0.0 0.451
N -1.4072 0.8111 -0.8484 0.1 0.4 0.1 0.211
```
Forces are in eV/Å.

=====

This record from the Open Molecules 2025 dataset describes a structure of composition C20H22HfN2O2. The level of theory is ωB97M-V/def2-TZVPD.

Summary:
largest force on an atom = 5.56 eV Å⁻¹
E_tot = -29458.634 eV
Kohn-Sham gap (spin up / spin down) = 2.808 / 2.800 eV
charge = +2

Geometry as XYZ:
```
47
Properties=species:S:1:pos:R:3:forces:R:3:mulliken_charge:R:1
H -4.4088 0.2346 4.1890 0.2 0.3 -0.3 0.418
H -0.6238 -3.4743 -2.8384 -0.2 0.1 0.0 0.416
C 2.6603 -3.1111 0.9767 -0.4 0.6 0.1 -0.850
C 2.3229 -1.7569 0.8571 0.5 -0.5 -0.7 -0.175
C 0.0997 -1.6069 -2.0374 -1.0 0.5 -0.7 0.993
C 3.7294 0.4356 -0.9771 4.0 0.7 1.3 -1.283
C 1.0613 -2.1626 -1.0784 0.9 -0.7 1.1 0.561
H 3.6672 1.7889 1.2200 -0.3 0.0 -0.4 0.426
H 2.2555 1.0020 1.9263 -0.1 -0.1 -0.8 0.302
C -1.1549 0.2933 -2.5486 0.1 -0.2 -0.6 -0.003
C -1.9217 0.9628 1.9374 -0.1 -0.1 0.1 0.428
C -2.1131 -0.4652 -3.2244 0.2 0.2 0.2 -0.796
H 2.6509 -1.0153 1.6002 -0.1 -0.5 -0.5 0.404
H -1.2766 1.3684 -2.3974 0.0 -0.6 -0.4 0.269
N -0.0219 -0.2451 -2.0588 -0.2 -0.3 0.8 -0.240
H -4.9160 2.6794 3.7593 0.3 -0.2 -0.1 0.414
C 0.4233 2.7024 -1.5327 0.1 2.0 -0.6 -1.655
H -2.5953 -2.4553 -3.9570 0.1 0.2 0.2 0.457
H 0.5104 2.7216 -2.6300 0.0 -0.3 -0.1 0.587
H 3.9975 -0.0558 -1.9239 -1.3 -0.3 -0.3 0.390
C -0.8057 -2.4112 -2.7602 0.6 0.5 0.4 -0.837
C -2.2022 2.3266 1.7201 -0.3 0.6 0.1 -0.033
C 2.1036 -4.0215 0.0691 -0.1 0.3 0.2 -0.633
Hf 1.5898 1.0512 -0.7618 -4.6 -3.1 -0.3 1.185
O 0.0589 0.9791 0.6108 0.9 0.1 -0.8 0.088
H -3.5017 3.9913 2.1848 0.1 -0.6 0.2 0.406
C -4.0669 2.1881 3.2764 0.1 0.5 -0.4 -0.282
H 2.1346 2.6603 1.3895 -0.3 0.1 -0.7 0.395
H 4.2211 -0.1299 -0.1578 -0.7 0.2 -0.5 0.406
H -0.6061 2.9370 -1.2596 0.1 -0.3 0.1 0.375
C -2.7205 0.2253 2.8321 -0.4 0.2 0.5 -0.318
C -0.8147 0.2154 1.2392 -1.2 -1.9 0.8 0.541
C -3.2752 2.9362 2.3852 0.3 -0.2 -0.3 -0.729
N 1.6588 -1.2874 -0.2194 -0.6 0.1 -0.4 0.583
H 0.6599 -4.2043 -1.5538 0.4 -0.1 0.2 0.359
C -3.7899 0.8304 3.5104 0.7 -0.6 -0.5 -0.662
C 2.5783 1.6890 1.1204 2.4 0.9 3.1 -1.069
H 1.0246 3.5805 -1.2097 0.1 -0.2 0.2 0.453
H 4.3175 1.3803 -0.9949 -0.6 -0.1 0.0 0.514
H -1.5826 2.9027 1.0231 -0.3 -0.2 0.3 0.222
H -2.4811 -0.8299 2.9641 -0.2 0.3 0.1 0.465
H -2.9796 0.0377 -3.6424 0.1 -0.1 0.1 0.460
O -0.7866 -1.0134 1.3078 0.5 1.8 -0.6 -0.586
C 1.2385 -3.5470 -0.9113 -0.2 0.9 -0.3 -0.704
H 3.3217 -3.3982 1.7941 -0.3 -0.2 -0.2 0.447
H 2.2771 -5.0916 0.1501 0.1 0.2 0.1 0.457
C -1.9177 -1.8368 -3.3682 0.4 0.3 -0.1 -0.566
```
Forces are in eV/Å.